No. 1
Density functional theory data (ωB97M-V/def2-TZVPD) for a cluster of 7 separate species, C10H34O7 in total in a non-equilibrium geometry.

Last column: Mulliken spin population.
Positions of all 51 atoms, in Å:
C1 3.897 2.791 -0.344  0.0000
O1 3.344 2.432 0.862  0.0003
H1 4.652 3.549 -0.135  0.0000
H2 4.351 1.886 -0.746  0.0001
H3 3.060 3.075 -0.982  0.0000
H4 2.717 1.722 0.706  0.0000
C2 -3.507 -3.615 0.116  -0.0001
O2 -3.280 -4.553 1.166  0.0001
H5 -4.564 -3.359 0.045  0.0000
H6 -2.897 -2.714 0.055  -0.0001
H7 -3.402 -4.154 -0.826  0.0000
H8 -3.767 -4.313 1.958  0.0000
C3 -1.578 -0.995 -4.069  0.0000
O3 -1.700 -1.813 -5.129  0.0000
H9 -2.464 -1.051 -3.437  0.0000
H10 -0.778 -1.102 -3.336  0.0000
H11 -1.507 0.077 -4.254  0.0000
H12 -0.781 -2.007 -5.326  0.0000
C4 -2.097 3.149 3.650  -0.0001
O4 -1.542 2.299 4.733  -0.0001
H13 -2.102 2.734 2.642  0.0000
H14 -3.063 3.587 3.899  -0.0001
H15 -1.335 3.916 3.507  -0.0001
H16 -1.097 2.902 5.333  0.0001
C5 -0.200 -0.229 -0.448  -0.0008
C6 -0.879 1.126 -0.396  -0.0004
O5 -0.055 2.229 -0.593  0.0003
H17 0.637 -0.345 0.239  -0.0009
H18 0.118 -0.414 -1.474  0.0003
H19 -0.875 -1.068 -0.277  0.0010
H20 -1.323 1.131 0.600  0.0003
H21 -1.741 1.127 -1.062  0.0000
H22 -0.428 2.871 -1.201  0.0000
C7 4.093 -0.500 -4.028  0.0000
C8 2.902 -0.675 -3.060  0.0000
O6 1.727 -0.139 -3.435  0.0001
H23 4.935 -0.572 -3.339  0.0000
H24 4.228 0.425 -4.588  0.0000
H25 3.942 -1.232 -4.822  0.0000
H26 3.207 -0.160 -2.148  0.0000
H27 2.681 -1.696 -2.747  0.0000
H28 1.738 0.761 -3.102  0.0000
C9 -0.859 -0.957 3.123  0.1137
C10 -0.545 -1.100 4.609  0.0526
O7 0.488 -0.081 4.912  0.8122
H29 -1.390 -0.051 2.835  -0.0021
H30 -1.450 -1.805 2.776  0.0092
H31 0.004 -0.993 2.457  0.0010
H32 -0.139 -2.023 5.024  -0.0023
H33 -1.453 -0.862 5.162  0.0307
H34 0.078 0.787 4.895  -0.0151

Results
F_max	4.43	eV Å⁻¹
net charge	+1
total energy	-25239.4180	eV
energy relative to the best compared isomer or geometry (same formula, charge and spin)	61.0	kcal per mole
⟨S²⟩	0.754
HOMO level (spin up / spin down)	-11.95 / -11.95	eV
HOMO-LUMO gap (spin up / spin down)	8.79 / 2.10	eV
spin multiplicity	2
LUMO energy (spin up / spin down)	-3.15 / -9.85	eV

No. 2
Density functional theory data (ωB97M-V/def2-TZVPD) for a cluster of 10 separate species, C10H35N5O15 in total in a non-equilibrium geometry.

Last column: natural (NBO) charge in e.
Positions of all 65 atoms, in Å:
C1 1.345 5.217 4.483  -0.4776
N1 -0.074 5.076 4.986  0.5229
O1 -1.039 5.155 4.199  -0.3965
O2 -0.199 4.888 6.174  -0.3610
H1 2.063 4.965 5.264  0.2374
H2 1.333 6.252 4.140  0.2391
H3 1.326 4.419 3.742  0.2356
C2 1.469 3.226 -6.522  -0.5010
N2 0.909 2.820 -7.862  0.5369
O3 -0.162 2.247 -7.963  -0.3761
O4 1.548 3.228 -8.785  -0.3630
H4 2.311 3.910 -6.627  0.2343
H5 1.845 2.372 -5.959  0.2333
H6 0.716 3.677 -5.876  0.2356
C3 -0.237 0.221 0.734  -0.4931
N3 -1.099 0.952 -0.212  0.5314
O5 -1.885 0.369 -0.928  -0.3722
O6 -0.960 2.147 -0.240  -0.3815
H7 0.817 0.437 0.565  0.2377
H8 -0.455 -0.819 0.488  0.2341
H9 -0.420 0.525 1.765  0.2436
C4 -3.759 -2.176 9.265  -0.4951
N4 -2.415 -1.899 8.784  0.5271
O7 -2.242 -2.168 7.600  -0.3860
O8 -1.620 -1.365 9.516  -0.3526
H10 -4.548 -1.613 8.767  0.2439
H11 -3.880 -1.893 10.311  0.2261
H12 -3.869 -3.260 9.227  0.2366
C5 -1.729 -6.013 -5.900  -0.4859
N5 -1.706 -5.800 -4.411  0.5259
O9 -2.502 -6.462 -3.759  -0.3759
O10 -0.916 -5.003 -3.916  -0.3807
H13 -2.449 -6.829 -5.956  0.2419
H14 -0.719 -6.231 -6.249  0.2342
H15 -1.976 -5.052 -6.349  0.2404
C6 5.151 -2.196 -1.344  -0.2522
O11 5.512 -2.262 0.014  -0.7186
H16 4.071 -2.072 -1.428  0.1562
H17 5.645 -1.384 -1.877  0.1774
H18 5.343 -3.071 -1.965  0.1653
H19 5.402 -3.176 0.284  0.4719
C7 2.962 -6.477 2.697  -0.2564
O12 4.293 -6.580 2.224  -0.7259
H20 2.339 -6.409 1.805  0.1731
H21 2.620 -7.352 3.249  0.1639
H22 2.849 -5.697 3.450  0.1779
H23 4.534 -7.505 2.319  0.4678
C8 -2.518 8.775 -3.220  -0.2470
O13 -3.635 8.473 -2.401  -0.7134
H24 -2.574 9.844 -3.426  0.1823
H25 -1.634 8.519 -2.636  0.1586
H26 -2.487 8.176 -4.131  0.1597
H27 -3.359 7.660 -1.971  0.4599
C9 -7.311 -1.370 -5.309  -0.2452
O14 -7.228 -1.805 -6.636  -0.7211
H28 -7.008 -0.323 -5.275  0.1577
H29 -8.340 -1.360 -4.949  0.1587
H30 -6.634 -1.870 -4.617  0.1829
H31 -7.444 -1.062 -7.206  0.4669
C10 5.758 0.872 5.329  -0.2449
O15 5.512 1.293 4.039  -0.7213
H32 6.232 1.642 5.938  0.1696
H33 4.799 0.534 5.721  0.1653
H34 6.509 0.082 5.353  0.1612
H35 5.823 0.583 3.474  0.4701

Results
SMILES	C[N+](=O)[O-].C[N+](=O)[O-].C[N+](=O)[O-].C[N+](=O)[O-].C[N+](=O)[O-].CO.CO.CO.CO.CO
F_max	2.41	eV Å⁻¹
total energy	-49082.0702	eV
energy relative to the best compared isomer or geometry (same formula, charge and spin)	32.3	kcal per mole
HOMO level	-10.29	eV
HOMO-LUMO gap	10.41	eV
LUMO energy	0.13	eV

No. 3
Density functional theory data (ωB97M-V/def2-TZVPD) for a cluster of 7 separate species, C10H35NO7 in total in a non-equilibrium geometry.

Last column: natural (NBO) charge in e.
Positions of all 53 atoms, in Å:
C1 -4.686 -4.769 -2.107  -0.2523
O1 -5.087 -6.080 -1.755  -0.5483
C2 -6.479 -6.363 -2.171  -0.0706
C3 -6.704 -7.872 -2.014  -0.0544
C4 -5.464 -8.829 -2.346  -0.6280
N1 -7.904 -8.417 -2.679  -0.8466
H1 -4.567 -4.816 -3.190  0.1638
H2 -3.779 -4.484 -1.573  0.1959
H3 -5.374 -3.940 -1.945  0.1649
H4 -7.214 -5.881 -1.526  0.1759
H5 -6.420 -5.981 -3.190  0.1780
H6 -6.870 -8.037 -0.949  0.1612
H7 -5.092 -8.925 -3.366  0.2109
H8 -5.586 -9.872 -2.057  0.2044
H9 -4.593 -8.637 -1.719  0.2220
H10 -8.158 -9.360 -2.421  0.3713
H11 -8.647 -7.753 -2.515  0.3519
C5 6.721 0.853 7.293  -0.2529
O2 6.940 0.000 6.168  -0.7300
H12 5.740 0.871 7.768  0.1681
H13 7.584 0.630 7.920  0.1859
H14 6.889 1.895 7.022  0.1582
H15 6.634 0.378 5.340  0.4706
C6 6.311 6.007 1.194  -0.2676
O3 5.919 5.650 2.535  -0.7320
H16 5.910 7.002 1.001  0.1766
H17 7.348 5.743 0.985  0.1776
H18 5.802 5.425 0.426  0.1791
H19 6.556 6.026 3.146  0.4664
C7 -1.178 4.898 -4.261  -0.2435
O4 -1.082 6.273 -4.308  -0.7045
H20 -0.646 4.467 -5.109  0.1530
H21 -0.854 4.589 -3.267  0.1825
H22 -2.168 4.473 -4.431  0.1519
H23 -1.253 6.498 -5.225  0.4607
C8 4.778 4.563 -5.806  -0.2636
O5 4.617 5.892 -5.195  -0.7158
H24 5.803 4.297 -6.062  0.1867
H25 4.364 3.748 -5.213  0.1662
H26 4.244 4.473 -6.753  0.1623
H27 3.733 5.855 -4.822  0.4641
C9 2.442 1.131 1.066  -0.2414
O6 3.558 1.254 1.859  -0.7126
H28 1.766 1.963 1.265  0.1608
H29 2.674 1.014 0.008  0.1567
H30 1.883 0.235 1.336  0.1682
H31 3.645 2.197 2.016  0.4683
C10 -2.123 1.649 6.530  -0.2639
O7 -2.089 3.076 6.565  -0.7144
H32 -3.060 1.247 6.915  0.1679
H33 -2.070 1.397 5.471  0.1707
H34 -1.358 1.037 7.007  0.1731
H35 -1.357 3.312 7.139  0.4666

Results
SMILES	COC[C@H](C)N.CO.CO.CO.CO.CO.CO
F_max	2.97	eV Å⁻¹
total energy	-26754.5049	eV
energy relative to the best compared isomer or geometry (same formula, charge and spin)	59.3	kcal per mole
HOMO level	-9.10	eV
HOMO-LUMO gap	9.45	eV
LUMO energy	0.35	eV

No. 4
Density functional theory data (ωB97M-V/def2-TZVPD) for a structure of composition C10H36B4F8N3O5V in a non-equilibrium geometry.

Last column: Mulliken charge in e.
Positions of all 67 atoms, in Å:
O1 0.331 2.142 3.223  -0.4535
V1 1.158 1.606 1.983  0.5203
O2 2.715 1.986 2.160  -0.5290
B1 0.212 1.162 -0.113  1.7851
H1 0.569 2.236 -0.146  -0.2068
H2 -0.367 1.063 0.834  0.3381
H3 -0.434 0.871 -1.026  0.0183
H4 1.081 0.403 -0.113  -0.5265
B2 1.323 -0.770 2.484  0.5539
H5 1.750 -0.865 3.546  -0.1750
H6 0.298 -0.301 2.531  -0.2991
H7 2.019 -0.202 1.798  0.2760
H8 1.149 -1.828 2.045  -0.1240
C1 2.708 3.375 -3.634  -1.2153
C2 1.337 3.263 -3.064  0.6555
O3 0.785 4.095 -2.444  -0.3559
N1 0.652 1.912 -3.156  0.2037
H9 1.322 1.296 -3.618  0.4228
H10 0.487 1.518 -2.211  -0.4497
C3 -0.570 1.856 -4.038  -0.8210
H11 3.433 2.853 -3.005  0.3234
H12 2.984 4.427 -3.670  0.3623
H13 2.829 3.016 -4.659  0.3940
H14 -1.410 2.378 -3.589  0.3134
H15 -0.853 0.811 -4.136  0.3719
H16 -0.263 2.277 -4.991  0.3797
C4 4.640 -4.372 1.022  -1.1030
C5 4.373 -2.883 0.992  0.6121
O4 5.118 -2.023 1.305  -0.4049
N2 3.018 -2.464 0.576  0.1603
H17 2.392 -3.270 0.538  0.4459
H18 2.580 -1.906 1.349  -0.1765
C6 2.963 -1.698 -0.717  -0.9448
H19 4.342 -4.640 2.043  0.3360
H20 5.664 -4.646 0.808  0.3478
H21 3.884 -4.904 0.442  0.3301
H22 3.648 -2.158 -1.423  0.3860
H23 3.377 -0.730 -0.426  0.4132
H24 1.958 -1.480 -1.057  0.1749
C7 -1.613 -2.354 -0.398  -1.4042
C8 -2.811 -1.466 -0.745  0.5453
C9 -4.087 -2.184 -0.361  -1.1943
O5 -5.256 -1.484 -0.682  -0.3662
C10 -6.432 -2.040 -0.167  -0.7563
N3 -2.701 -0.121 -0.091  0.2407
H25 -3.296 0.600 -0.490  0.4232
H26 -2.946 -0.250 0.915  0.5242
H27 -1.712 0.152 -0.218  -1.2098
H28 -0.675 -1.799 -0.436  0.1295
H29 -1.540 -3.189 -1.096  0.4980
H30 -1.701 -2.812 0.588  0.3654
H31 -2.803 -1.329 -1.827  0.4424
H32 -4.027 -2.575 0.662  0.3973
H33 -4.180 -3.094 -0.976  0.6152
H34 -6.391 -2.022 0.928  0.3227
H35 -6.507 -3.114 -0.400  0.3127
H36 -7.331 -1.579 -0.562  0.2537
B3 -3.142 0.419 3.001  0.2950
F1 -2.226 0.173 4.017  -0.3657
F2 -3.285 -0.797 2.211  -0.4479
F3 -4.349 0.823 3.538  -0.3605
F4 -2.644 1.350 2.067  -0.3724
B4 1.715 5.075 2.405  0.2553
F5 1.347 4.021 1.500  -0.2946
F6 0.583 5.888 2.602  -0.3971
F7 2.003 4.520 3.665  -0.4108
F8 2.803 5.782 1.906  -0.3803

Results
F_max	3.53	eV Å⁻¹
total energy	-75799.5893	eV
energy relative to the best compared isomer or geometry (same formula, charge and spin)	14.8	kcal per mole
HOMO level	-8.97	eV
HOMO-LUMO gap	7.23	eV
LUMO energy	-1.74	eV